1.
{"formula": "C7H6O2", "method": "ωB97M-V with the def2-TZVPD basis set", "homo_energy_ha": [-0.266, -0.339], "total_charge": 0, "spin_multiplicity": 1, "orbital_gap_ev": [6.324, 8.390], "e_lumo_ev": [-0.92, -0.83], "species": ["C", "C", "C", "C", "C", "C", "C", "O", "O", "H", "H", "H", "H", "H", "H"], "positions_angstrom": [[-0.6723, -2.7300, -0.2637], [-0.3659, -1.8623, 0.7779], [-0.5500, -1.9876, -1.4210], [-0.0778, -0.6095, 0.1845], [0.3976, 1.9593, -0.0030], [0.7876, 3.3875, 0.3589], [0.2542, 0.5570, 0.8215], [0.1225, 1.8184, -1.2004], [-0.2004, -0.7361, -1.1626], [-0.9491, -3.7626, -0.1961], [-0.3555, -2.0681, 1.8284], [-0.6870, -2.2639, -2.4493], [0.6715, 4.0723, -0.4536], [1.2512, 3.6622, 1.2864], [0.3733, 0.5634, 1.8922]], "nbo_charge": [-0.325, -0.227, 0.153, 0.220, 0.408, -0.275, -0.271, -0.556, -0.375, 0.232, 0.225, 0.205, 0.201, 0.176, 0.209]}

2.
{"formula": "C7H6O2", "method": "ωB97M-V with the def2-TZVPD basis set", "smiles": "O=C1COC2=CC=C[C@@H]12", "homo_energy_ha": -0.321, "total_charge": 0, "spin_multiplicity": 1, "orbital_gap_ev": 9.137, "e_lumo_ev": 0.41, "species": ["O", "C", "C", "O", "C", "C", "C", "C", "C", "H", "H", "H", "H", "H", "H"], "positions_angstrom": [[-1.9924, 1.4526, -0.4981], [-1.2732, 0.5143, -0.0073], [-1.7098, -0.8597, -0.0315], [-0.6368, -1.6310, 0.2147], [0.5418, -0.8872, 0.0486], [1.8536, -0.9139, -0.4162], [2.2211, 0.5249, -0.1761], [1.2744, 1.4229, 0.3018], [0.1757, 0.4906, 0.5969], [-2.4966, -0.7545, 0.8370], [-2.1847, -0.9485, -1.0069], [2.5106, -1.8181, -0.8406], [3.2286, 0.5038, -0.5793], [1.4263, 2.5126, 0.3149], [0.0478, 0.1804, 1.6440]], "nbo_charge": [-0.542, 0.585, -0.182, -0.486, 0.356, -0.323, -0.179, -0.246, -0.428, 0.222, 0.223, 0.257, 0.216, 0.252, 0.276]}

3.
{"formula": "C7H6S", "method": "ωB97M-V with the def2-TZVPD basis set", "smiles": "C#CC1(C#C)CSC1", "homo_energy_ha": -0.324, "total_charge": 0, "spin_multiplicity": 1, "orbital_gap_ev": 9.397, "e_lumo_ev": 0.57, "species": ["C", "C", "C", "C", "C", "C", "S", "C", "H", "H", "H", "H", "H", "H"], "positions_angstrom": [[0.2486, 2.6763, 0.0763], [-0.1654, 1.4531, 0.0615], [-0.4588, 0.0623, 0.1646], [-1.9783, -0.3404, 0.0878], [-3.1031, -0.7972, -0.1760], [0.3879, -0.3449, -0.9980], [1.9244, -0.7566, -0.1183], [0.4128, -0.6457, 1.0875], [0.0082, 3.7290, -0.0695], [-4.1142, -1.1605, -0.1444], [0.3567, 0.4383, -1.7522], [0.1160, -1.3397, -1.4393], [0.7061, -0.3580, 2.1776], [0.0747, -1.5854, 1.2988]], "nbo_charge": [-0.239, 0.025, -0.289, 0.014, -0.224, -0.459, 0.150, -0.404, 0.252, 0.248, 0.239, 0.230, 0.238, 0.218]}

4.
{"formula": "C7H6S", "method": "ωB97M-V with the def2-TZVPD basis set", "homo_energy_ha": -0.345, "total_charge": 0, "spin_multiplicity": 1, "orbital_gap_ev": 8.735, "e_lumo_ev": -0.64, "species": ["C", "C", "C", "C", "C", "C", "C", "H", "H", "H", "H", "H", "H", "S"], "positions_angstrom": [[0.0884, 0.1050, 0.1571], [0.8904, -0.3448, 1.4368], [0.8081, -1.5424, 2.0413], [-0.8705, -0.8669, -0.3024], [-1.6477, -1.7180, -0.5455], [1.0697, 0.0785, -1.0271], [1.5356, 0.0897, -2.1768], [-2.5569, 1.4216, 0.2606], [1.5166, 0.4924, 1.7543], [0.1607, -2.4277, 1.5094], [1.2874, -1.7045, 3.0220], [-2.1477, -2.6121, -1.2194], [2.0251, 0.0373, -3.2513], [-0.7206, 1.8742, 0.0265]], "nbo_charge": [-0.274, -0.192, -0.379, -0.041, -0.223, -0.049, -0.215, 0.177, 0.217, 0.228, 0.221, 0.274, 0.274, -0.020]}

5.
{"formula": "C7H6S", "method": "ωB97M-V with the def2-TZVPD basis set", "homo_energy_ha": [-0.301, -0.300], "total_charge": 0, "spin_multiplicity": 1, "orbital_gap_ev": [5.637, 5.515], "e_lumo_ev": [-2.55, -2.66], "species": ["C", "C", "C", "C", "C", "C", "C", "S", "H", "H", "H", "H", "H", "H"], "positions_angstrom": [[-2.2250, -0.5826, 0.1155], [-1.5742, -1.0457, 1.3658], [-1.4024, 0.0665, -0.7622], [1.0614, 0.5140, -0.7082], [-0.3826, -0.5490, 0.9982], [-0.1265, -0.0117, -0.2144], [2.2730, 0.6555, 0.1894], [1.3997, 0.9816, -2.3299], [-3.1845, -0.8789, -0.0662], [-2.0233, -1.6917, 2.0764], [-1.8072, 0.4919, -1.6613], [2.9924, 1.3648, -0.2418], [2.1122, 0.9737, 1.2556], [2.8871, -0.2883, -0.0169]], "nbo_charge": [-0.230, -0.379, -0.182, 0.020, 0.490, -0.385, -0.706, -0.109, 0.227, 0.272, 0.254, 0.257, 0.222, 0.251]}

6.
{"formula": "C7H7BrFNO2", "method": "ωB97M-V with the def2-TZVPD basis set", "s2": 2.0326, "homo_energy_ha": [-0.257, -0.376], "total_charge": 0, "spin_multiplicity": 3, "orbital_gap_ev": [6.723, 7.332], "e_lumo_ev": [-0.26, -2.89], "species": ["C", "C", "C", "C", "C", "C", "C", "N", "O", "O", "F", "Br", "H", "H", "H", "H", "H", "H", "H"], "positions_angstrom": [[0.5195, 2.0842, -0.6178], [-0.3854, 1.8218, 0.5035], [0.9467, 1.1161, -1.3951], [-0.9077, 0.6425, 0.6827], [0.4120, -0.2881, -1.2692], [-0.5552, -0.4485, -0.0839], [0.6127, -1.3479, 1.6001], [-1.3496, -1.5909, -0.2328], [-1.2024, -2.2583, -1.2183], [-2.1774, -1.7781, 0.6317], [1.4079, -1.1941, -1.2224], [1.7919, 0.0249, 1.9834], [0.9004, 3.0574, -0.7146], [-0.8061, 2.5955, 1.1218], [1.6052, 1.4792, -2.2887], [-1.5231, 0.5383, 1.5152], [-0.1501, -0.7060, -2.0941], [1.0739, -2.0691, 0.8690], [-0.2135, -1.6788, 2.2294]], "lowdin_spin": [0.022, 0.256, 0.139, 0.053, 0.052, 0.309, 0.706, 0.069, 0.077, 0.078, 0.024, 0.126, -0.004, 0.013, 0.005, -0.001, 0.023, 0.025, 0.029]}

Summary of maximum force in hartree/bohr
0.0779; 0.1224; 0.1837; 0.1355; 0.0832; 0.0898
(order as listed above)
Summary of energy relative to the best compared isomer or geometry (same formula, charge and spin) in kcal/mol
76.5; 74.4; 140.4; 181.6; 131.1; 53.4
(order as listed above)